{
  "formula": "C46H49BrCl4N2O7Sn",
  "method": "ωB97M-V/def2-TZVPD",
  "species": ["Sn", "Br", "Cl", "Cl", "Cl", "Cl", "O", "O", "O", "O", "O", "O", "O", "N", "N", "C", "C", "C", "C", "C", "C", "C", "C", "C", "C", "C", "C", "C", "C", "C", "C", "C", "C", "C", "C", "C", "C", "C", "C", "C", "C", "C", "C", "C", "C", "C", "C", "C", "C", "C", "C", "C", "C", "C", "C", "C", "C", "C", "C", "C", "C", "H", "H", "H", "H", "H", "H", "H", "H", "H", "H", "H", "H", "H", "H", "H", "H", "H", "H", "H", "H", "H", "H", "H", "H", "H", "H", "H", "H", "H", "H", "H", "H", "H", "H", "H", "H", "H", "H", "H", "H", "H", "H", "H", "H", "H", "H", "H", "H", "H"],
  "coordinates": [[-0.3539, 0.1277, -0.0963], [2.7392, -0.8897, -2.9002], [-5.1104, -0.0239, -2.4799], [-5.9651, 4.6000, 0.2284], [-2.9649, 4.5409, 1.1881], [-7.0444, 2.3023, -1.6002], [-0.2916, -4.5165, -0.9884], [1.6574, 2.1726, 0.7850], [-1.3016, -0.5486, 1.9586], [-2.3573, 0.2905, -1.4488], [-1.4424, 2.2487, 0.1360], [-0.1304, -2.2980, -0.6871], [1.2356, 2.6562, -6.3837], [1.2592, -0.0942, 2.1206], [0.7840, 1.0033, -2.6385], [-4.5266, 1.2521, -1.4533], [1.8563, 1.0491, -4.7708], [-2.8572, -3.1596, 1.8260], [2.9654, -2.7891, 6.1744], [-3.1816, 1.2088, -1.0718], [6.1590, -1.5636, 3.3925], [1.5124, -3.2373, 6.0038], [-0.5138, -2.9116, 4.5143], [5.7411, 3.7145, 0.2080], [0.7727, -1.0002, 2.9560], [-5.3924, 2.2863, -1.0636], [-4.9175, 3.3008, -0.2538], [1.4663, -1.6560, 4.0153], [-2.6842, 2.2690, -0.2160], [6.1064, -1.1079, 1.9257], [4.0195, 1.9722, 0.8900], [-0.3476, -4.1611, -3.7702], [2.6547, 1.5014, 1.1089], [-1.2322, -1.7188, -4.7297], [0.8455, -2.5731, 4.8031], [7.4441, -0.4408, 1.5922], [3.6164, 3.5247, -1.0541], [1.6624, 0.5417, -3.4974], [-3.6807, -1.5402, 3.5759], [0.0341, 2.0439, -2.9961], [-3.5791, 3.2743, 0.1676], [-0.9618, -2.7508, -5.6183], [4.9102, -0.1737, 1.7227], [3.6547, -0.5964, 2.0363], [5.9419, -2.3310, 1.0105], [-1.2716, -2.3022, 3.5600], [-2.7201, -2.7105, 3.2925], [4.2529, 3.3793, 0.3389], [-1.0487, -1.9065, -3.3673], [-0.6609, -1.2295, 2.7886], [2.5089, 0.2166, 1.8130], [-0.5897, -3.1228, -2.8770], [0.7397, -2.8629, 7.2796], [1.0674, 2.1290, -5.1411], [0.1442, 2.6432, -4.2367], [3.6153, 4.4016, 1.2964], [-0.3270, -3.3434, -1.3807], [-3.1490, -3.8768, 4.1873], [5.0598, 1.1447, 1.1983], [1.5052, -4.7639, 5.8284], [-0.5255, -3.9776, -5.1338], [4.0507, 2.8021, -1.7485], [-3.4582, -0.6922, 2.9373], [-0.0173, -5.1106, -3.3682], [-2.5217, -4.7576, 4.0263], [0.6573, 3.4176, -6.4779], [3.3977, -3.2644, 7.0579], [-2.6178, -2.3491, 1.1436], [-0.6707, 2.3928, -2.2452], [0.7039, -1.7776, 7.3906], [6.2288, 3.0637, -0.5223], [-0.2859, -3.2320, 7.2445], [4.0858, 4.3494, 2.2820], [5.9413, -2.0164, -0.0347], [-0.9732, -3.6881, 5.1118], [-2.1828, -3.9911, 1.6109], [-4.7100, -1.8542, 3.3842], [3.0310, -1.7076, 6.3051], [2.0151, -5.0375, 4.9030], [-1.1048, -2.6029, -6.6834], [-4.1762, -4.1475, 3.9371], [6.2624, 3.6294, 1.1648], [7.4872, -0.1481, 0.5416], [3.4922, -1.6039, 2.3978], [6.7576, -3.0444, 1.1636], [8.2570, -1.1459, 1.7807], [2.4748, -1.3319, 4.2314], [1.2279, -3.2884, 8.1614], [3.7390, 5.4149, 0.9037], [4.9955, -2.8359, 1.2029], [5.2828, -2.1588, 3.6524], [2.5521, 4.1981, 1.4059], [6.0624, 1.5046, 1.0222], [7.0510, -2.1712, 3.5734], [-3.6022, -1.2200, 4.6190], [5.8435, 4.7446, -0.1394], [3.5609, -3.0765, 5.3054], [7.6151, 0.4412, 2.2130], [-3.1186, -3.6067, 5.2467], [-0.3262, -4.7890, -5.8260], [2.5450, 3.3540, -0.9898], [2.5843, 0.6334, -5.4513], [-1.5865, -0.7628, -5.1002], [0.4904, -5.1597, 5.7805], [-0.4725, 3.4975, -4.4918], [-3.8821, -3.4827, 1.6264], [6.1903, -0.6979, 4.0569], [2.0182, -5.2430, 6.6670], [3.7936, 4.5333, -1.4403], [-1.2948, -1.1153, -2.6735]],
  "atomic_forces_ev_per_a": [[-0.8, 0.8, 0.0], [0.1, -0.2, 0.0], [0.0, -0.1, 0.0], [0.0, 0.0, 0.0], [0.0, 0.0, 0.0], [-0.1, 0.0, 0.0], [0.0, 0.0, 0.0], [0.3, -0.4, 0.0], [-0.7, 0.2, -0.5], [0.8, -0.5, 0.4], [0.5, -0.7, 0.1], [-0.2, 0.1, 0.0], [0.1, -0.1, -0.1], [0.1, 0.4, -0.1], [0.1, 0.0, 0.1], [0.1, 0.0, -0.1], [0.0, 0.1, -0.2], [0.1, 0.0, 0.1], [-0.1, 0.0, 0.0], [-0.4, 0.5, 0.2], [0.0, 0.0, -0.1], [0.0, 0.0, 0.1], [-0.1, 0.1, -0.1], [-0.1, -0.1, 0.0], [-0.3, -0.3, 0.1], [0.1, 0.2, 0.1], [0.0, -0.2, -0.1], [0.1, 0.0, 0.0], [-0.3, 0.0, -0.1], [0.0, -0.1, 0.0], [0.6, 0.0, -0.1], [0.0, 0.0, 0.0], [-0.6, 0.3, 0.0], [0.0, 0.0, -0.1], [0.1, 0.0, 0.1], [-0.1, 0.0, 0.0], [0.0, 0.0, 0.1], [-0.2, 0.2, 0.0], [0.2, 0.0, 0.0], [0.0, 0.0, 0.0], [0.1, 0.0, 0.0], [0.0, 0.0, 0.0], [-0.1, -0.3, 0.2], [0.2, -0.1, 0.0], [0.0, 0.1, 0.1], [-0.1, -0.1, 0.1], [-0.1, 0.0, -0.1], [-0.1, 0.1, 0.0], [0.0, 0.0, 0.1], [0.6, -0.2, 0.0], [0.0, 0.1, 0.1], [0.0, -0.1, 0.1], [0.1, 0.0, 0.0], [0.0, -0.1, 0.3], [0.0, 0.1, 0.0], [0.0, -0.1, 0.0], [0.0, 0.0, -0.1], [0.0, 0.0, -0.1], [-0.2, 0.3, -0.1], [0.0, 0.1, 0.0], [0.0, 0.0, 0.0], [0.0, 0.0, 0.0], [0.0, 0.1, -0.1], [0.0, 0.0, 0.0], [0.0, 0.0, 0.0], [-0.1, 0.1, 0.0], [0.0, 0.0, 0.0], [0.0, 0.0, -0.1], [0.0, 0.0, 0.0], [0.0, 0.0, 0.0], [0.1, 0.0, 0.0], [0.0, 0.0, 0.0], [0.0, 0.0, 0.0], [0.0, 0.0, 0.0], [0.0, 0.0, 0.0], [0.0, 0.0, 0.0], [0.0, 0.0, 0.0], [0.1, 0.0, 0.0], [0.0, 0.0, 0.0], [0.0, 0.0, 0.0], [0.0, 0.0, 0.0], [0.0, 0.0, 0.0], [0.0, 0.0, 0.0], [0.0, 0.0, 0.0], [0.0, 0.0, 0.0], [0.0, 0.0, 0.0], [0.0, 0.0, 0.0], [0.0, 0.0, 0.0], [0.0, 0.0, 0.0], [0.0, 0.0, 0.0], [0.0, 0.0, 0.0], [0.0, 0.0, 0.0], [0.0, 0.0, 0.0], [0.0, 0.0, 0.0], [0.0, 0.0, 0.0], [0.0, 0.0, 0.0], [0.0, 0.1, 0.0], [0.0, 0.0, 0.0], [0.0, 0.0, 0.0], [0.0, 0.0, 0.0], [0.0, 0.0, -0.1], [0.0, 0.0, 0.0], [0.0, 0.0, 0.0], [0.0, 0.0, 0.0], [0.0, 0.0, 0.0], [0.0, 0.0, 0.0], [0.0, 0.0, 0.0], [0.0, 0.0, 0.0], [0.0, 0.0, 0.0], [0.0, 0.0, 0.0]],
  "total_energy_ev": -191778.49027,
  "homo_lumo_gap_ev": 4.88,
  "charge": -2,
  "spin_multiplicity": 1,
  "e_homo_ev": -1.8,
  "e_above_lowest_ev": 0.4676
}

---

{
  "formula": "C11H24ClO4P2Sc",
  "method": "ωB97M-V/def2-TZVPD",
  "species": ["Sc", "Cl", "P", "P", "O", "O", "O", "O", "C", "C", "C", "C", "C", "C", "C", "C", "C", "C", "C", "H", "H", "H", "H", "H", "H", "H", "H", "H", "H", "H", "H", "H", "H", "H", "H", "H", "H", "H", "H", "H", "H", "H", "H"],
  "coordinates": [[-0.1890, -0.0389, 0.4596], [-1.0976, 0.3053, -4.0268], [0.5317, -2.4435, 0.7173], [0.3187, 2.4271, 0.3655], [-0.7473, 0.0803, 2.5387], [2.7985, 0.2045, 2.1420], [-2.2881, -0.1008, 0.9522], [1.4596, 0.5152, -3.6382], [1.8277, 0.1220, 1.5059], [0.2909, 2.9266, -1.3776], [1.8647, -3.2299, 1.6520], [0.8697, -0.1688, -5.8937], [-0.9879, -3.1110, 1.4625], [0.5647, -3.1990, -0.9355], [1.5746, 3.4461, 1.1733], [-1.9976, 0.0013, 2.2170], [-1.2567, 3.0532, 1.0255], [-3.0342, 0.0300, 3.2816], [0.6367, 0.2380, -4.4845], [-0.4976, 2.3855, -1.9236], [-1.3358, 4.1146, 0.7784], [1.9416, -0.1917, -6.0711], [-0.9665, -4.1998, 1.3620], [-1.3047, 2.9494, 2.1189], [-1.8919, -2.7470, 0.9512], [0.4598, -4.2876, -0.8617], [-2.1233, 2.5450, 0.5786], [1.5686, 3.2532, 2.2565], [-2.8057, -0.7934, 3.9527], [-0.2607, -2.8064, -1.5498], [-1.0491, -2.8602, 2.5319], [2.8411, -2.9637, 1.2183], [1.5138, -2.9662, -1.4400], [0.3960, 0.5352, -6.5748], [1.2543, 2.6996, -1.8572], [0.4421, -1.1536, -6.0677], [-4.0782, -0.0377, 2.9620], [-2.8813, 0.9556, 3.8299], [1.8318, -2.8861, 2.6972], [2.5721, 3.2037, 0.7773], [1.3804, 4.5154, 1.0105], [0.0975, 4.0024, -1.4553], [1.7567, -4.3238, 1.6389]],
  "atomic_forces_ev_per_a": [[-1.9, 0.1, 1.1], [0.0, -0.1, 0.1], [0.0, -1.7, 0.0], [-0.2, 1.7, -0.2], [-0.5, -0.1, -1.2], [-4.3, -0.4, -2.8], [1.3, 0.1, 0.8], [-1.4, -0.6, -1.3], [5.0, 0.4, 3.1], [0.1, -0.1, -0.4], [0.5, 0.2, 0.2], [0.3, 0.0, 0.0], [-0.4, -0.1, 0.2], [0.1, 0.1, -0.4], [0.5, -0.2, 0.3], [-0.1, -0.1, -0.9], [-0.4, 0.0, 0.2], [0.0, 0.0, -0.1], [1.4, 0.5, 1.5], [0.2, 0.2, 0.1], [0.0, 0.0, 0.0], [0.0, 0.0, 0.0], [0.0, 0.1, 0.0], [0.1, 0.0, -0.3], [0.3, -0.1, 0.2], [0.0, 0.2, 0.0], [0.3, 0.1, 0.1], [0.0, 0.1, -0.3], [0.0, 0.0, 0.3], [0.2, -0.2, 0.1], [0.1, 0.0, -0.3], [-0.3, -0.1, 0.2], [-0.3, -0.1, 0.1], [-0.1, 0.0, 0.0], [-0.3, 0.0, 0.1], [-0.1, 0.0, 0.0], [0.4, 0.0, -0.3], [0.0, 0.1, 0.3], [0.1, -0.1, -0.3], [-0.3, 0.1, 0.1], [-0.1, -0.3, -0.1], [0.0, -0.2, 0.0], [-0.1, 0.3, -0.1]],
  "total_energy_ev": -71774.93040,
  "homo_lumo_gap_ev": 8.43,
  "charge": 2,
  "spin_multiplicity": 1,
  "e_homo_ev": -16.2,
  "e_above_lowest_ev": 0.5084
}

---

{
  "formula": "C3H5NO",
  "method": "ωB97M-V/def2-TZVPD",
  "species": ["O", "N", "C", "C", "C", "H", "H", "H", "H", "H"],
  "coordinates": [[-0.2451, -0.5727, -1.9649], [-0.0312, 0.1748, 0.1475], [1.2090, 0.2509, 0.8963], [-0.7821, -0.1894, -0.9372], [-0.1992, 0.3418, 1.6220], [-0.3787, -0.6419, 2.2111], [-0.6941, 1.2396, 1.9976], [-1.8556, -0.1708, -0.8726], [1.8664, -0.6066, 1.0093], [1.8751, 1.1179, 0.8547]],
  "atomic_forces_ev_per_a": [[-0.6, 0.4, 0.3], [-0.7, 0.8, 2.7], [-1.3, 0.7, 0.1], [2.8, -1.0, -1.0], [1.3, -2.6, -1.3], [-0.1, 1.8, -1.1], [0.6, -0.1, -0.1], [-0.6, 0.3, 0.7], [-0.7, -0.5, 0.1], [-0.8, 0.3, -0.4]],
  "total_energy_ev": -6727.49601,
  "homo_lumo_gap_ev": 10.48,
  "charge": 0,
  "spin_multiplicity": 1,
  "e_homo_ev": -9.6,
  "smiles": "O=CN1CC1",
  "e_above_lowest_ev": 2.0766
}

---

{
  "formula": "C8H15N2O",
  "method": "ωB97M-V/def2-TZVPD",
  "species": ["O", "N", "N", "C", "C", "C", "C", "C", "C", "C", "C", "H", "H", "H", "H", "H", "H", "H", "H", "H", "H", "H", "H", "H", "H", "H"],
  "coordinates": [[2.1568, 0.0888, 0.9631], [-0.7331, 2.2567, 1.7761], [0.9124, -2.2771, -1.8428], [-0.0280, 1.2446, 1.1246], [-0.3555, -1.8056, -1.8794], [1.2960, 0.6963, 1.8695], [0.6512, -0.3355, 2.8512], [-1.5856, 0.4108, -2.1716], [-1.3830, 1.0437, -0.9858], [-0.5331, 0.6479, 0.0244], [-0.8262, -0.7483, -2.8156], [1.6927, 1.5772, 2.4339], [-0.2525, 2.7565, 2.4671], [-0.9342, -1.9531, -1.0411], [-1.4675, 2.7535, 1.3765], [-1.8121, 1.9559, -0.7591], [0.5035, -1.2390, 2.2618], [-1.5358, -1.1479, -3.5757], [-0.4034, -0.0908, 2.9599], [-2.1840, 0.8002, -3.0416], [0.0423, -0.2715, -0.1985], [1.6891, -2.1955, -2.4456], [2.8371, -0.4089, 1.5518], [-0.1017, -0.2954, -3.4463], [1.0681, -2.9359, -1.1027], [1.2864, -0.5278, 3.6461]],
  "atomic_forces_ev_per_a": [[2.1, -1.1, 1.4], [2.2, -2.0, -0.1], [-4.4, -0.2, 1.4], [-0.2, 1.1, 0.5], [4.9, 1.7, -2.6], [-3.9, 0.8, 0.4], [-0.7, 0.4, -3.0], [-0.6, 0.7, -1.0], [-0.7, -1.2, -1.9], [3.4, -2.8, 0.7], [-1.1, -0.5, 0.5], [0.2, -0.7, -0.6], [0.7, 0.8, 1.0], [-1.4, -1.2, 1.7], [-1.3, 0.5, -1.0], [-1.5, 1.8, -0.4], [0.5, -0.4, -0.1], [0.2, -0.4, 0.7], [0.3, 0.4, 1.3], [0.2, 0.3, 1.7], [0.0, 0.5, 0.1], [0.4, 0.8, -1.3], [-1.6, 1.2, -1.7], [1.4, 0.0, -0.4], [0.3, -0.2, 0.4], [0.6, -0.3, 2.0]],
  "total_energy_ev": -13557.46345,
  "homo_lumo_gap_ev": 5.93,
  "charge": 1,
  "spin_multiplicity": 1,
  "e_homo_ev": -10.8,
  "smiles": "C[C@@H](O)/C(N)=C/C=C\\CC=[NH2+]",
  "e_above_lowest_ev": 3.8269
}

---

The records above yield E_LUMO values of 3.1, -7.8, 0.9, -4.8 eV, respectively.